# C4H6BrN

A 2-piece molecular cluster, C4H6BrN overall in a non-equilibrium geometry (wB97M-V/def2-TZVPD, OMol25).

Each atom is followed by the atoms it is bonded to, with distances in Å.
CARTESIAN COORDINATES (ANGSTROEM)
1 C 0.733 1.121 -0.395  C2 1.339, N5 1.377, H7 1.096
2 C 0.993 0.597 0.810  C1 1.339, C3 1.508, H8 1.089
3 C -0.137 -0.355 1.110  C2 1.508, C4 1.527, H10 1.161, H11 1.093
4 C -1.088 -0.037 -0.041  C3 1.527, N5 1.298, Br6 1.906
5 N -0.520 0.793 -0.862  C1 1.377, C4 1.298
6 Br -2.939 -0.480 -0.129  C4 1.906
7 H 1.451 1.813 -0.851  C1 1.096
8 H 1.863 0.768 1.443  C2 1.089
9 H -0.191 -1.058 -1.911  H12 0.772
10 H 0.119 -1.484 1.200  C3 1.161
11 H -0.483 -0.353 2.147  C3 1.093
12 H 0.200 -1.325 -2.522  H9 0.772

Calculated values
- total energy (eV) = -75775.3562
- gap between HOMO and LUMO (eV) = 9.4
- net charge = 0
- SMILES = BrC1=NC=CC1.[H][H]